DFT (the ωB97M-V functional and the def2-TZVPD basis) results for a molecular structure, C12H24N2O2 at a distorted geometry.

For the energy relative to the best compared isomer or geometry (same formula, charge and spin), the calculation gives 1182.3 kJ/mol. Its HOMO-LUMO gap is 0.339 Ha. The lowest unoccupied orbital energy comes out at 0.58 eV. As for the HOMO energy: -0.318 Eh. As for the spin multiplicity: 1.

Element x y z (Å)
H (1.058235, -2.358159, 1.869716)
C (-4.573924, -0.012770, -1.155827)
H (-5.847753, 1.525518, -0.316428)
H (2.300700, 2.100563, 0.232008)
C (1.334654, -2.043350, -0.354650)
C (-0.437430, 0.219918, 0.140630)
H (4.508833, 0.825773, -1.525192)
C (2.967633, -0.339450, -0.974796)
H (1.108501, 0.222560, 1.458198)
H (4.984087, -0.546296, -0.572120)
H (-4.315891, 2.071761, -0.490696)
H (-3.869694, -1.805469, -0.045724)
C (0.205616, -0.175098, 1.378455)
H (-3.734971, 0.091717, -2.247023)
N (-1.702198, -0.114490, -0.069736)
H (-4.766563, -0.528205, 0.715975)
C (3.377836, 2.358961, 0.572182)
O (-2.959557, 0.701830, 1.702470)
H (-1.727015, -1.023515, -0.887896)
H (3.167797, 3.039058, 1.518678)
H (1.498091, -3.162221, -0.498100)
H (3.185650, -1.791153, 0.705713)
H (-0.430240, -2.246984, 0.845253)
C (-5.049654, 1.373018, -1.154406)
C (4.427832, 0.401221, -0.689403)
H (-0.752965, 1.371160, 0.738713)
C (4.389501, 1.134309, 0.621266)
O (2.169380, -0.061455, -1.941359)
H (0.873077, -1.637161, -1.093490)
C (0.460463, -1.821289, 0.933811)
H (-5.286184, -0.628125, -1.688038)
H (-5.376840, 1.871329, -1.833242)
H (3.698387, 3.043369, -0.021792)
C (-2.865114, 0.001074, 0.470531)
N (2.571360, -1.468141, -0.126104)
H (0.197294, 0.640562, -0.672936)
H (3.921796, 0.529017, 1.285552)
H (-0.308458, -0.360464, 2.336316)
H (5.292998, 1.676654, 0.893028)
C (-4.038794, -0.861319, 0.090128)

Atoms 1-3, force components in eV/Å:
H -1.59 1.08 -2.24
C 2.48 -2.21 -6.08
H 0.49 -0.73 -1.29